Density functional theory data (the ωB97M-V functional and the def2-TZVPD basis) for a cluster of 10 separate species, C30H53NO12S in total.

Each atom is followed by the atoms it is bonded to, with distances in Å.
CARTESIAN COORDINATES (ANGSTROEM)
1 O -3.72 0.64 1.96  C2 1.201
2 C -3.24 0.63 0.86  O1 1.201, O3 1.394, C4 1.562
3 O -3.30 -0.44 -0.02  C2 1.394, H27 0.976
4 C -2.47 1.90 0.37  C2 1.562, C5 1.585, H28 1.129, H29 1.114
5 C -0.90 1.68 0.45  C4 1.585, C6 1.463, C10 1.472
6 C -0.30 0.39 0.79  C5 1.463, C7 1.461, H30 1.117
7 C 1.15 0.23 0.81  C6 1.461, C8 1.473, H31 1.115
8 C 2.01 1.37 0.49  C7 1.473, C9 1.475, N26 1.443
9 C 1.38 2.67 0.20  C8 1.475, C10 1.457, S11 1.829
10 C -0.07 2.86 0.16  C5 1.472, C9 1.457, H32 1.119
11 S 2.56 4.02 -0.16  C9 1.829, C12 1.832
12 C 3.80 3.12 -1.16  S11 1.832, C13 1.447, C25 1.476
13 C 4.42 3.71 -2.33  C12 1.447, C14 1.464, H33 1.116
14 C 5.37 2.92 -3.10  C13 1.464, C15 1.460, H34 1.111
15 C 5.67 1.56 -2.66  C14 1.460, C16 1.469, H35 1.118
16 C 5.05 0.96 -1.47  C15 1.469, C17 1.563, C25 1.475
17 C 5.43 -0.52 -1.13  C16 1.563, O18 1.460, H36 1.121, H37 1.125
18 O 5.33 -1.32 -2.34  C17 1.460, C19 1.398
19 C 3.98 -1.59 -2.62  O18 1.398, C20 1.474, C24 1.456
20 C 3.37 -0.83 -3.72  C19 1.474, C21 1.456, H38 1.119
21 C 1.96 -1.02 -4.05  C20 1.456, C22 1.458, H39 1.132
22 C 1.12 -1.98 -3.34  C21 1.458, C23 1.469, H40 1.118
23 C 1.75 -2.74 -2.25  C22 1.469, C24 1.469, H41 1.119
24 C 3.17 -2.56 -1.90  C19 1.456, C23 1.469, H42 1.117
25 C 4.09 1.75 -0.69  C12 1.476, C16 1.475, N26 1.440
26 N 3.45 1.22 0.49  C8 1.443, C25 1.440, H43 1.019
27 H -2.80 -1.21 0.32  O3 0.976
28 H -2.70 1.99 -0.74  C4 1.129
29 H -2.70 2.83 0.93  C4 1.114
30 H -0.91 -0.51 1.04  C6 1.117
31 H 1.65 -0.74 1.06  C7 1.115
32 H -0.52 3.86 -0.06  C10 1.119
33 H 4.17 4.75 -2.65  C13 1.116
34 H 5.80 3.39 -4.02  C14 1.111
35 H 6.37 0.95 -3.27  C15 1.118
36 H 4.74 -0.99 -0.38  C17 1.121
37 H 6.49 -0.62 -0.76  C17 1.125
38 H 4.01 -0.09 -4.26  C20 1.119
39 H 1.55 -0.40 -4.91  C21 1.132
40 H 0.04 -2.10 -3.60  C22 1.118
41 H 1.10 -3.46 -1.69  C23 1.119
42 H 3.62 -3.15 -1.07  C24 1.117
43 H 3.69 0.24 0.63  N26 1.019
44 C 0.03 -4.96 1.23  O45 1.424, H46 1.088, H47 1.093, H48 1.093
45 O 0.31 -3.95 0.27  C44 1.424, H49 0.964
46 H 0.00 -5.92 0.72  C44 1.088
47 H 0.82 -4.98 1.98  C44 1.093
48 H -0.93 -4.77 1.71  C44 1.093
49 H 0.34 -3.11 0.74  O45 0.964
50 C 0.62 -1.19 -8.00  O51 1.423, H52 1.089, H53 1.093, H54 1.093
51 O 0.22 -0.12 -7.15  C50 1.423, H55 0.963
52 H 1.15 -1.93 -7.40  C50 1.089
53 H -0.26 -1.65 -8.46  C50 1.093
54 H 1.28 -0.81 -8.78  C50 1.093
55 H -0.25 0.52 -7.70  O51 0.963
56 C 4.93 7.58 1.12  O57 1.420, H58 1.089, H59 1.094, H60 1.094
57 O 4.60 6.37 1.79  C56 1.420, H61 0.965
58 H 5.22 8.32 1.87  C56 1.089
59 H 5.76 7.41 0.43  C56 1.094
60 H 4.06 7.95 0.57  C56 1.094
61 H 4.34 5.73 1.11  O57 0.965
62 C -3.24 1.04 5.50  O63 1.424, H64 1.088, H65 1.092, H66 1.093
63 O -2.10 0.23 5.23  C62 1.424, H67 0.964
64 H -3.11 1.52 6.46  C62 1.088
65 H -3.34 1.80 4.72  C62 1.092
66 H -4.14 0.41 5.52  C62 1.093
67 H -2.24 -0.19 4.37  O63 0.964
68 C 7.22 0.41 -6.44  O69 1.423, H70 1.089, H71 1.093, H72 1.093
69 O 6.98 0.30 -5.04  C68 1.423, H73 0.965
70 H 7.22 1.47 -6.71  C68 1.089
71 H 8.19 -0.02 -6.69  C68 1.093
72 H 6.43 -0.10 -7.00  C68 1.093
73 H 6.98 -0.64 -4.83  O69 0.965
74 C -6.86 2.18 5.67  O75 1.422, H76 1.089, H77 1.093, H78 1.093
75 O -5.87 2.71 6.53  C74 1.422, H79 0.964
76 H -6.51 2.25 4.64  C74 1.089
77 H -7.05 1.13 5.91  C74 1.093
78 H -7.79 2.75 5.77  C74 1.093
79 H -6.21 2.63 7.43  O75 0.964
80 C 1.17 -6.63 -3.60  O81 1.420, H82 1.089, H83 1.094, H84 1.094
81 O 1.45 -5.62 -4.55  C80 1.420, H85 0.965
82 H 1.14 -7.59 -4.11  C80 1.089
83 H 1.96 -6.65 -2.84  C80 1.094
84 H 0.20 -6.44 -3.12  C80 1.094
85 H 1.47 -4.78 -4.08  O81 0.965
86 C -9.33 -1.03 4.38  O87 1.426, H88 1.089, H89 1.093, H90 1.092
87 O -9.76 0.00 5.27  C86 1.426, H91 0.963
88 H -8.81 -1.79 4.95  C86 1.089
89 H -10.19 -1.48 3.88  C86 1.093
90 H -8.65 -0.61 3.63  C86 1.092
91 H -10.22 0.66 4.74  O87 0.963
92 C -8.64 -2.26 8.25  O93 1.420, H94 1.089, H95 1.093, H96 1.094
93 O -8.16 -1.06 7.65  C92 1.420, H97 0.966
94 H -7.90 -2.59 8.98  C92 1.089
95 H -9.59 -2.07 8.76  C92 1.093
96 H -8.77 -3.03 7.49  C92 1.094
97 H -8.83 -0.78 7.00  O93 0.966

Summary:
**Kohn-Sham gap**: 7.96 eV
**Energy**: -2530.4780 a.u.
**SMILES**: O=C(O)Cc1ccc2c(c1)Sc1cccc(COc3ccccc3)c1N2.CO.CO.CO.CO.CO.CO.CO.CO.CO
**E_HOMO**: -7.90 eV

Here are the Löwdin charges for atoms 1 to 6, given in e: 0.115 -0.489 0.057 -0.048 -0.171 -0.023